No. 1
The following is a quantum chemistry calculation of C11H22BeCaN8O9 as an isolated structure in a non-equilibrium geometry, from OMol25.

The charge is +2. The value obtained for the maximum force is 8.9 eV/Å. As for the HOMO-LUMO gap: 2.9067 eV.

Cartesian coordinates (Å):
Be (-3.455, -1.364, 0.772)
Ca (-1.608, 1.893, 3.679)
C (-0.907, 0.099, 1.615)
O (-1.039, -0.442, 0.520)
O (-0.331, 1.114, 1.823)
O (-1.824, -0.226, 2.380)
C (-3.468, 0.847, -1.881)
O (-3.799, 0.651, -0.716)
N (-4.250, 1.090, -2.880)
N (-2.226, 0.856, -2.196)
H (-5.193, 1.436, -2.775)
H (-3.808, 1.024, -3.786)
H (-2.201, 1.187, -3.150)
H (-1.545, 0.338, -1.659)
C (0.517, -3.151, 2.937)
O (1.193, -4.180, 3.189)
N (-0.212, -2.505, 3.798)
N (0.282, -2.724, 1.716)
H (-0.030, -2.966, 4.679)
H (-0.939, -1.853, 3.542)
H (-0.403, -2.017, 1.487)
H (0.816, -3.228, 1.023)
C (-2.131, -2.822, -1.916)
O (-3.232, -2.520, -1.414)
N (-1.021, -2.646, -1.264)
N (-1.986, -3.660, -2.924)
H (-1.038, -1.803, -0.708)
H (-0.211, -2.815, -1.843)
H (-2.852, -3.733, -3.438)
H (-1.097, -3.937, -3.315)
C (0.893, 4.035, 3.380)
O (0.262, 3.322, 4.176)
N (1.118, 5.272, 3.730)
N (1.462, 3.586, 2.285)
H (1.491, 5.990, 3.125)
H (0.965, 5.514, 4.699)
H (1.411, 2.635, 1.949)
H (1.627, 4.359, 1.656)
C (3.021, 0.918, -0.490)
C (3.931, -0.027, -1.026)
C (3.566, -0.696, -2.201)
C (2.484, -0.323, -2.895)
C (1.593, 0.622, -2.367)
C (1.830, 1.185, -1.147)
O (0.960, 2.043, -0.484)
O (4.410, -1.703, -2.679)
H (3.219, 1.534, 0.375)
H (4.798, -0.374, -0.483)
H (2.404, -0.761, -3.879)
H (0.711, 0.776, -2.971)
H (0.565, 1.621, 0.282)
H (5.275, -1.471, -2.333)

=====

No. 2
The following is a quantum chemistry calculation of C11H22Cl2LuO as an isolated structure in a non-equilibrium geometry, from OMol25.

The charge is -1. The value obtained for the maximum force is 2.8 eV/Å. As for the HOMO-LUMO gap: 3.7754 eV.

Cartesian coordinates (Å):
Lu (-0.358, 1.755, -0.353)
Cl (-0.653, 0.889, -2.707)
Cl (-0.548, 2.877, 1.875)
C (-0.063, 3.693, -1.213)
H (0.034, 4.671, -0.738)
H (-0.034, 3.840, -2.312)
C (-1.502, -1.529, 1.161)
C (-2.111, -0.480, 0.687)
H (-0.879, -1.405, 2.072)
C (-3.108, -0.503, -0.453)
H (-2.114, 0.482, 1.260)
C (-3.607, -1.955, -0.736)
H (-3.926, 0.173, -0.180)
H (-2.682, -0.130, -1.423)
C (-2.447, -2.967, -0.652)
H (-4.430, -2.197, -0.051)
H (-3.961, -1.977, -1.779)
C (-1.683, -2.950, 0.677)
H (-2.749, -3.988, -0.837)
H (-1.770, -2.626, -1.447)
H (-2.300, -3.502, 1.421)
H (-0.723, -3.521, 0.602)
C (3.271, -0.981, 1.293)
C (2.182, 0.068, 1.436)
O (1.675, 0.685, 0.198)
C (2.742, 1.193, -0.647)
C (2.716, 2.713, -0.758)
H (3.038, -1.756, 0.563)
H (3.382, -1.491, 2.253)
H (4.262, -0.575, 1.090)
H (1.295, -0.350, 1.918)
H (2.562, 0.892, 2.046)
H (3.710, 0.893, -0.242)
H (2.629, 0.726, -1.633)
H (2.548, 3.223, 0.209)
H (3.687, 3.038, -1.145)
H (1.916, 3.073, -1.457)

=====

No. 3
The following is a quantum chemistry calculation of C11H22Cl4O3 as an isolated structure in a non-equilibrium geometry, from OMol25.

The value obtained for the maximum force is 11.3 eV/Å. As for the HOMO-LUMO gap: 8.8243 eV.

Cartesian coordinates (Å):
C (-4.770, 13.480, -12.700)
Cl (-4.151, 12.994, -11.072)
Cl (-6.281, 12.616, -13.095)
H (-5.072, 14.528, -12.679)
H (-4.052, 13.158, -13.454)
C (-6.515, 10.169, -13.244)
Cl (-7.723, 10.120, -14.537)
Cl (-5.397, 8.794, -13.440)
H (-5.974, 11.111, -13.338)
H (-6.955, 10.193, -12.247)
C (-3.803, 14.681, -16.189)
C (-3.230, 14.486, -14.798)
O (-3.938, 14.580, -13.795)
C (-1.788, 14.147, -14.716)
H (-4.378, 15.607, -16.160)
H (-4.348, 13.795, -16.515)
H (-3.011, 14.820, -16.925)
H (-1.726, 13.072, -14.880)
H (-1.440, 14.401, -13.715)
H (-1.243, 14.628, -15.528)
C (-3.453, 11.409, -14.544)
C (-2.591, 11.439, -13.272)
O (-1.546, 12.112, -13.211)
C (-3.075, 10.729, -12.047)
H (-3.259, 12.274, -15.179)
H (-4.510, 11.229, -14.348)
H (-3.160, 10.532, -15.120)
H (-3.904, 11.287, -11.611)
H (-2.277, 10.625, -11.312)
H (-3.429, 9.722, -12.267)
C (-6.858, 14.014, -11.215)
C (-7.856, 14.143, -10.065)
O (-8.407, 15.221, -9.873)
C (-8.131, 12.942, -9.217)
H (-6.847, 14.987, -11.705)
H (-7.188, 13.273, -11.943)
H (-5.855, 13.823, -10.832)
H (-8.543, 12.181, -9.880)
H (-8.869, 13.158, -8.445)
H (-7.257, 12.470, -8.767)